Record 1
Molecular formula: C29H25BrKN2S2Sb
Method: DFT, wB97M-V/def2-TZVPD

Structure (XYZ):
```
61
Properties=species:S:1:pos:R:3:forces:R:3
K 0.49941 -0.28452 -2.52661 0.204 0.204 -0.116
S -0.24720 6.06787 -1.24653 -0.308 0.348 1.065
C 0.01329 7.61789 -0.46319 0.513 -0.301 -0.092
C 0.25136 7.47554 0.89678 0.279 -0.027 -1.165
C 0.20752 6.11525 1.26086 -0.550 -1.392 0.639
C -0.16882 5.19406 0.26961 1.061 2.722 0.951
C -0.27032 3.78498 0.55778 -0.447 -1.104 0.076
C -0.31175 2.82322 -0.49138 0.563 -0.990 -0.090
N -0.09323 1.51986 -0.37575 -1.594 0.385 1.552
C -0.17041 0.97613 0.91882 0.903 3.001 -1.182
C -0.25923 1.87345 2.05873 -0.349 -0.785 -1.238
C -0.36902 1.27554 3.34587 -0.004 -2.362 -0.344
C -0.34637 -0.11108 3.47224 0.422 1.347 0.572
C -0.02484 -0.95986 2.37722 -0.788 -0.035 -0.568
C 0.13791 -2.35488 2.52840 -0.123 -1.571 0.044
C 0.34120 -3.18442 1.42049 -0.271 0.657 0.722
C 0.37232 -2.54592 0.15524 0.344 -0.122 -0.409
N 0.22553 -1.26149 -0.02342 -0.506 1.264 0.754
C -0.00447 -0.41412 1.06207 0.745 -2.481 0.316
C 0.42751 -4.64695 1.53347 0.792 -0.491 0.996
C 1.30446 -5.51924 0.89875 -0.518 1.926 -0.268
C 1.16069 -6.85058 1.29902 -1.032 -1.184 0.553
C 0.17515 -6.99120 2.27663 1.229 -0.410 0.260
S -0.43624 -5.46897 2.83978 0.453 -0.522 -1.820
C -0.29528 3.28868 1.84853 0.715 -1.801 -0.951
H 0.13047 8.50275 -1.12136 -0.282 -0.727 0.727
H 0.56049 8.26035 1.60134 -0.333 -0.302 -0.613
H 0.44472 5.75472 2.28895 -0.291 0.538 -0.969
H -0.49469 3.16411 -1.50803 0.388 0.139 -0.008
H -0.48451 1.83677 4.24090 -0.206 0.678 0.423
H -0.51473 -0.57806 4.45402 0.236 0.315 -0.452
H 0.05655 -2.88674 3.52287 0.175 1.093 -1.019
H 0.55079 -3.14499 -0.76978 -0.214 0.361 0.817
H 2.04486 -5.11574 0.19261 -0.447 -0.467 0.209
H 1.70283 -7.69417 0.82860 -0.443 0.640 0.568
H -0.06919 -7.92616 2.80988 0.023 0.751 -0.448
H -0.17383 3.86793 2.72743 -0.296 0.734 0.522
C -5.93158 -0.09905 -2.89683 1.803 -0.423 -0.544
Sb -4.18379 0.24038 -1.64685 -0.312 -0.171 0.690
C -2.83893 -1.32043 -2.35264 -0.253 -0.173 -0.472
C -5.06758 -0.85776 0.04397 1.172 0.594 -0.887
H -6.84650 0.11328 -2.38187 -0.383 0.354 0.139
H -5.86724 -1.15989 -3.15164 -0.291 0.114 -0.135
H -5.72063 0.51068 -3.78588 -0.681 -0.206 0.180
H -3.34378 -2.26920 -2.57761 -0.028 0.291 -0.046
H -2.08589 -1.55355 -1.58927 -0.061 0.353 -0.136
H -2.37615 -0.93933 -3.28673 -0.096 -0.317 0.528
H -5.95127 -1.37669 -0.30787 0.064 -0.259 0.274
H -5.26398 -0.09087 0.76127 -0.605 0.387 0.514
H -4.26640 -1.45334 0.47350 -0.259 -0.520 -0.082
Br 7.86357 -0.26841 -1.59142 0.091 0.020 -0.027
C 5.99654 -0.21849 -1.94549 -1.570 1.269 0.604
C 5.46755 0.81252 -2.78497 -0.277 -0.553 0.013
C 4.06001 0.87355 -2.95399 1.704 -0.247 1.419
C 3.31134 -0.10808 -2.29748 -3.664 1.041 -2.008
C 3.76469 -1.08812 -1.47021 2.450 1.591 -0.671
C 5.13912 -1.00208 -1.15171 -0.346 -0.821 -1.022
H 6.13099 1.54979 -3.25068 -0.039 -0.455 0.068
H 3.57902 1.75039 -3.45030 0.575 -0.844 0.209
H 3.08192 -1.85953 -1.19012 0.014 -0.612 0.922
H 5.47609 -1.64573 -0.37603 0.952 -0.443 0.455
```
Positions in Å, forces in eV/Å.

Computed properties:
E_HOMO in eV: -5.327
Spin multiplicity: 1
Total energy in Eh: -5440.02582

Löwdin atomic charge list, values in e, 5 entries: 0.681 1.014 -0.386 -0.177 -0.141

***

Record 2
Molecular formula: C29H25CdIN6O6
Method: DFT, wB97M-V/def2-TZVPD

Structure (XYZ):
```
68
Properties=species:S:1:pos:R:3:forces:R:3
Cd 0.35437 0.13754 0.32268 -0.462 0.008 -0.357
C -4.26902 2.29056 0.29553 -0.640 0.349 0.620
C -3.39525 2.44153 -0.87940 1.144 -0.332 0.294
N -3.93979 2.84105 -1.99581 -0.086 -0.343 0.520
C -3.15811 3.05701 -3.05730 0.880 0.632 -0.520
C -1.77821 3.09795 -2.97266 -1.160 -0.283 0.974
C -1.00872 3.48597 -4.18169 -0.328 0.454 0.467
O -0.28831 4.69878 -3.87033 -0.040 -0.085 -0.871
C -1.15809 2.74501 -1.72655 -1.501 -0.422 -0.152
C 0.22391 2.95181 -1.57695 1.635 -0.819 1.723
N 1.00430 2.21626 -0.79947 -2.920 0.641 -1.216
C 2.32272 2.24939 -1.07435 2.936 0.775 0.098
C 2.81786 2.40266 -2.40231 -1.193 0.376 0.304
C 4.16258 2.33648 -2.68879 0.739 0.030 0.117
C 5.04273 2.01064 -1.64923 0.643 -0.029 -0.040
C 4.58326 1.85634 -0.34044 0.577 0.244 -0.177
C 3.26954 2.10237 -0.03134 -1.015 -0.460 -0.425
I 2.58506 2.13564 2.00953 0.214 -0.310 -0.966
C -1.95398 2.16059 -0.68552 -0.584 0.384 -2.049
O -1.52000 1.44973 0.27259 -0.141 0.210 0.731
H -5.29578 2.14506 -0.09124 0.452 -0.081 0.644
H -3.89515 1.49976 0.96082 -0.432 0.075 -0.239
H -4.22628 3.24271 0.87305 -0.201 -0.544 -0.209
H -3.68220 3.36080 -3.96824 0.269 -0.270 0.110
H -0.32580 2.69342 -4.48401 0.297 0.152 -0.092
H -1.77109 3.61585 -4.95920 0.506 0.192 -0.204
H -0.68972 5.41663 -4.37337 0.119 -0.090 0.141
H 0.63086 3.84489 -2.05484 0.252 -0.444 -0.389
H 2.05045 2.64200 -3.17447 0.867 -0.479 0.493
H 4.54421 2.53661 -3.70529 -0.332 -0.269 0.670
H 6.13828 1.90383 -1.79198 -0.958 -0.003 -0.204
H 5.29056 1.56085 0.41881 0.055 0.195 0.187
N -1.07594 -1.49600 -0.87882 -0.470 -0.458 0.186
C -1.00176 -1.39512 -2.35247 -0.459 0.170 0.021
C 0.35891 -1.68821 -2.94091 0.006 -0.669 0.410
C 1.64863 -1.03122 -2.41020 0.910 -0.143 -1.148
O 2.59305 -1.04868 -3.21132 -0.588 0.062 0.561
O 1.73493 -0.58997 -1.21399 -0.226 -0.132 0.280
H -0.81278 -2.44946 -0.62814 0.215 0.155 0.082
H -2.06653 -1.45026 -0.62170 0.335 0.261 0.026
H -1.36126 -0.39642 -2.62019 0.123 -0.010 -0.003
H -1.68941 -2.12559 -2.80748 -0.026 0.294 0.029
H 0.28364 -1.49645 -4.00659 0.218 0.075 -0.137
H 0.51338 -2.78872 -2.86381 0.147 0.533 0.018
O -0.93470 -5.86705 5.41243 2.137 -0.469 -1.715
N -0.03545 -5.62313 4.56236 -1.540 -0.496 2.091
O 0.75102 -6.44269 4.10824 -0.910 0.683 0.524
C -0.02006 -4.22160 4.13970 -1.103 0.635 -0.184
C -0.97112 -3.40786 4.72649 0.537 -0.629 0.169
C -1.25527 -2.10756 4.21361 0.613 1.272 -0.712
C -2.18033 -1.23295 4.85235 0.533 -0.666 -0.869
C -2.46095 -0.02056 4.26740 -0.155 0.429 0.335
C -1.78251 0.36786 3.08365 0.617 -1.024 0.082
N -0.84094 -0.39704 2.50407 -0.351 -0.236 0.575
C -0.56776 -1.60712 3.04928 -0.425 -1.055 0.979
C 0.48518 -2.48323 2.49046 0.313 -0.258 -0.657
N 1.15876 -1.99870 1.42607 1.299 -0.280 0.168
C 2.26407 -2.65335 0.98493 -1.435 0.751 0.773
C 2.66357 -3.85833 1.53197 0.739 -0.848 0.200
C 1.93455 -4.44775 2.54924 -0.309 -0.761 -0.549
C 0.79711 -3.79228 3.02673 -0.628 1.763 0.483
H -1.52874 -3.73861 5.63093 0.516 0.101 -1.047
H -2.64860 -1.60042 5.75796 -0.154 0.294 -0.001
H -3.18503 0.64823 4.76658 0.510 -0.311 -0.598
H -1.96902 1.29930 2.56839 -0.101 0.087 0.038
H 2.85054 -2.18635 0.21328 -0.222 0.263 -0.366
H 3.57999 -4.33505 1.14277 -0.650 0.255 0.283
H 2.10563 -5.46743 2.92845 0.393 0.908 -0.310
```
Positions in Å, forces in eV/Å.

Computed properties:
E_HOMO in eV: -7.324
Spin multiplicity: 1
Total energy in Eh: -2365.44276
Energy relative to the best compared isomer or geometry (same formula, charge and spin) in kcal per mole: 0.0

Löwdin atomic charge list, values in e, 5 entries: 1.379 -0.045 -0.287 0.099 -0.128

***

Record 3
Molecular formula: C29H25N9O7RuSSe
Method: DFT, wB97M-V/def2-TZVPD

Structure (XYZ):
```
73
Properties=species:S:1:pos:R:3:forces:R:3
Ru 0.18608 -0.01298 1.55776 0.389 0.970 -0.024
O 4.32259 0.89905 1.62867 -0.650 -0.741 -0.163
C 3.29531 0.40551 1.16408 -0.323 0.504 1.003
O 2.33121 -0.12727 1.87369 0.387 0.090 -0.538
C 3.04723 0.61765 -0.29850 1.029 -0.465 -0.373
C 4.15559 0.69537 -1.13036 1.203 1.081 0.202
C 4.06640 1.27860 -2.37930 0.395 -0.574 -1.121
C 2.85513 1.61607 -2.93536 -0.206 0.570 -1.465
C 1.75996 1.44813 -2.14807 -0.792 0.587 -0.015
C 1.82617 0.95668 -0.83616 -2.101 0.165 0.001
O 0.66096 0.86304 -0.21437 0.405 -0.187 0.360
N 0.45112 1.95459 -2.65184 0.377 -0.046 0.030
O -0.27708 2.58727 -1.88187 0.369 -0.361 -0.684
O 0.19781 1.73742 -3.82046 -0.124 0.109 0.495
N 5.26408 1.52154 -3.25617 0.663 0.152 1.061
O 5.07774 1.81238 -4.42358 0.075 -0.283 0.649
O 6.35540 1.47939 -2.69000 -1.027 -0.138 -0.725
H 5.14903 0.49830 -0.72208 -0.333 -0.080 -0.094
H 2.77094 2.01690 -3.97266 0.164 -0.354 1.073
N 1.28179 -3.06391 2.33553 -0.566 1.071 -0.885
C 0.58307 -2.46635 3.41701 2.133 -1.639 -2.523
C 0.79927 -3.15265 4.57589 -1.892 0.245 1.543
C 0.05547 -2.68101 5.63949 1.961 -1.404 0.740
C -0.83984 -1.65602 5.50763 -0.006 1.538 -0.098
C -0.93060 -0.99841 4.29227 1.657 -1.781 0.136
N -0.13395 -1.37934 3.26021 -1.043 -0.334 0.645
C 1.04778 -3.05315 0.95427 0.505 -1.340 1.667
C 1.51165 -4.21532 0.25049 -0.878 2.153 0.533
C 1.26107 -4.21466 -1.06019 0.586 -0.266 -2.080
C 0.63233 -3.13196 -1.69088 -0.764 -0.816 -1.046
C 0.11075 -2.15585 -0.91910 -0.401 0.743 -0.118
N 0.36071 -2.07946 0.41278 -0.364 0.137 -0.327
H 1.90750 -3.79203 2.60844 0.173 -0.196 0.237
H 1.29829 -4.10498 4.64640 0.472 0.190 -0.124
H 0.34617 -3.13329 6.59326 -0.844 0.267 -0.030
H -1.22067 -1.22823 6.41059 -0.849 0.094 0.127
H -1.54748 -0.19578 4.04220 -0.985 1.270 0.222
H 2.00444 -5.02398 0.69869 0.533 -0.828 0.883
H 1.58945 -5.03754 -1.68765 -0.041 -0.037 0.147
H 0.39798 -3.18166 -2.76642 0.233 0.139 0.685
H -0.56795 -1.41954 -1.36766 0.567 -0.007 0.423
C -4.42797 -1.95488 0.12319 0.869 -0.097 -0.319
N -3.72785 -1.02595 -0.76646 -1.530 -2.583 -0.384
C -2.74673 -0.26881 -0.40300 1.155 3.040 -0.254
Se -2.47861 0.33069 1.34304 0.450 -0.227 0.299
N -2.34439 0.48484 -1.48807 -1.250 -0.954 0.513
C -3.24640 0.20624 -2.51764 0.018 0.407 -2.308
C -3.46689 0.78237 -3.81647 -0.300 -1.213 1.200
C -4.46658 0.20877 -4.59136 0.555 0.715 1.235
C -5.24501 -0.85218 -4.14511 0.478 -0.537 0.186
C -5.06136 -1.44795 -2.92207 1.728 2.048 0.143
C -4.05856 -0.85407 -2.11330 -0.211 0.388 0.071
H -3.68416 -2.38895 0.79538 -0.298 -0.091 -0.089
H -4.90966 -2.70512 -0.49051 0.040 -0.192 0.032
H -5.16131 -1.42561 0.68778 -0.550 0.388 0.462
H -1.70310 1.27033 -1.39932 -0.086 -0.027 -0.123
H -2.96188 1.64996 -4.17340 0.541 0.368 -0.029
H -4.72845 0.69370 -5.49411 -0.058 0.224 -0.930
H -5.97050 -1.26703 -4.79587 -0.690 -0.205 -0.514
H -5.66814 -2.24117 -2.63790 -0.855 -1.269 0.720
C -0.87382 4.22764 1.21532 0.296 0.831 0.564
N 0.54646 3.92376 1.43515 1.470 1.067 -0.136
C 1.64648 4.64326 0.86602 -0.065 -1.524 -0.747
C 2.78917 3.99995 1.24211 -1.935 0.752 0.275
N 2.39551 3.03517 2.12177 0.311 -0.481 1.201
C 1.05627 2.99959 2.28857 0.280 0.978 -1.333
S 0.21837 2.01343 3.35933 -0.571 -0.895 0.319
H -1.16111 3.92175 0.20660 -0.111 -0.415 0.345
H -0.98934 5.34001 1.23375 0.029 -0.911 0.274
H -1.42605 3.74847 2.05849 0.171 0.368 -1.010
H 1.60383 5.33264 0.02878 -0.597 0.034 0.460
H 3.79115 4.19064 0.96958 0.758 0.024 -0.069
H 3.01774 2.54598 2.76304 -0.128 -0.207 -0.483
```
Positions in Å, forces in eV/Å.

Computed properties:
E_HOMO (spin up / spin down) in eV: -10.256 / -11.107
Spin multiplicity: 6
Total energy in Eh: -5033.72718
Energy relative to the best compared isomer or geometry (same formula, charge and spin) in kcal per mole: 5.6
⟨S²⟩: 8.76
Charge: +1

Löwdin atomic charge list, values in e, 5 entries: 1.317 0.054 -0.577 -0.184 -0.064